[1]
A cluster of 8 separate species, C26H52O10 in total, computed with the ωB97M-V functional and the def2-TZVPD basis.

Output
multiplicity = 1
E_HOMO = -0.34987 hartree
Kohn-Sham gap = 9.71 eV
LUMO level = 0.2 eV

Positions of all 88 atoms, in Å:
O (-2.3253, -0.0836, 4.0933)
C (-2.0163, -0.1686, 2.9292)
O (-2.7113, -0.8636, 2.0493)
C (-3.9153, -1.5126, 2.3523)
C (-4.7523, -1.8706, 0.9793)
C (-0.7713, 0.5514, 2.4672)
H (-4.4903, -0.9846, 3.1822)
H (-3.5333, -2.5116, 2.6933)
H (-5.9133, -2.0676, 1.3863)
H (-4.4863, -2.8476, 0.6613)
H (-4.7393, -1.0806, 0.1762)
H (-0.8453, 1.4794, 1.9193)
H (-0.1713, -0.0996, 1.5173)
H (-0.0103, 0.5984, 3.2793)
O (2.4617, 0.9644, 1.5263)
C (3.6837, 1.0084, 1.6783)
O (4.3707, 0.7314, 2.7933)
C (3.6217, 0.1944, 3.8212)
C (4.6007, 0.4264, 5.0423)
C (4.5327, 1.4974, 0.5473)
H (3.4747, -1.0146, 3.9133)
H (2.6227, 0.6084, 3.9223)
H (4.3847, 0.2974, 6.1743)
H (5.2577, 1.3784, 4.7883)
H (5.3257, -0.2986, 5.0012)
H (5.3017, 2.0734, 0.9823)
H (3.9127, 2.0894, -0.3438)
H (5.4447, 0.7034, 0.0093)
C (-1.8903, -0.1746, -1.7877)
C (-0.8133, 0.8744, -1.4488)
O (-1.1573, 2.0814, -0.7368)
C (0.5787, 0.6584, -1.8238)
H (-1.9823, -0.1526, -3.0817)
H (-2.8413, -0.0386, -1.3317)
H (-1.5373, -1.0676, -1.4947)
H (0.9827, -0.2236, -1.3247)
H (1.1867, 1.4624, -1.4177)
H (0.6197, 0.1984, -2.7338)
C (1.9727, 6.5114, -2.0497)
C (2.3667, 5.3924, -1.0047)
O (3.5707, 5.0324, -0.7067)
C (1.2407, 4.6634, -0.2747)
H (1.1087, 6.2874, -2.6758)
H (2.7227, 6.7094, -2.7727)
H (1.7377, 7.5904, -1.8887)
H (1.0597, 5.0294, 0.7812)
H (1.3647, 3.6174, -0.0557)
H (0.4337, 4.7974, -0.8298)
C (2.8737, -0.1846, -5.1198)
C (2.4267, -1.5596, -4.6567)
O (1.5217, -2.0356, -5.5167)
C (2.7807, -2.2206, -3.3997)
H (2.7457, 0.3424, -6.1267)
H (3.8767, -0.2306, -5.2877)
H (2.6067, 0.6314, -4.4458)
H (2.3027, -3.1076, -3.2538)
H (2.4987, -1.7066, -2.3737)
H (3.9167, -2.3066, -3.2407)
C (-0.3213, -3.9736, 1.7613)
C (0.6447, -3.1176, 1.0843)
O (0.4637, -2.7826, -0.1547)
C (1.6587, -2.2526, 1.8072)
H (-0.8333, -3.4276, 2.4753)
H (0.2017, -4.8726, 2.0883)
H (-0.7403, -4.5296, 0.8473)
H (2.3397, -1.7236, 1.0813)
H (2.2687, -3.0316, 2.2293)
H (1.4427, -1.7176, 2.5873)
C (-0.6063, -4.5796, -3.0807)
C (-2.0493, -4.8446, -3.0547)
O (-2.4953, -5.8326, -3.5798)
C (-2.9083, -3.7616, -2.3537)
H (-0.1043, -3.8576, -3.7508)
H (-0.0103, -5.4046, -3.2287)
H (-0.2163, -4.3696, -2.1077)
H (-3.1903, -2.9836, -3.1277)
H (-2.5213, -3.5646, -1.4417)
H (-3.6193, -4.3436, -2.3298)
C (-4.3843, 2.6224, 2.6783)
C (-4.8323, 3.4644, 1.5102)
O (-5.5023, 4.5144, 1.7273)
C (-4.6003, 2.8584, 0.0843)
H (-4.5163, 3.3454, 3.4133)
H (-3.2883, 2.4434, 2.7803)
H (-4.9183, 1.6784, 3.1013)
H (-5.1853, 1.9024, 0.0392)
H (-3.6923, 2.5334, 0.0422)
H (-5.0693, 3.5414, -0.5877)

[2]
A structure of composition C26H53BN8O2PPrSi, computed with the ωB97M-V functional and the def2-TZVPD basis.

Output
⟨S²⟩ = 2.01
multiplicity = 3
total charge = +2
E_HOMO (alpha / beta) = -0.39257 / -0.39082 hartree
Kohn-Sham gap (alpha / beta) = 4.20 / 4.15 eV
LUMO level (alpha / beta) = -6.5 / -6.5 eV

Positions of all 93 atoms, in Å:
Pr (-0.1836, -0.1867, 0.2180)
C (-2.3723, -3.0833, -0.8994)
C (-2.1965, -3.0138, 0.5646)
C (-2.8649, -3.6678, 1.5952)
C (-2.1041, -3.4625, 2.7360)
C (-2.2398, -3.9409, 4.1197)
N (-1.0872, -2.6220, 2.5130)
N (-1.1958, -2.2765, 1.1135)
B (0.1715, -1.9055, 3.1560)
N (-0.0126, -0.3455, 3.0373)
N (-1.1769, 0.1954, 2.4088)
C (-1.3996, 1.4478, 2.9375)
C (-2.3389, 2.4732, 2.3100)
C (-0.4340, 1.6607, 3.9502)
C (0.3821, 0.5175, 3.9712)
C (1.4841, 0.0977, 4.9136)
N (1.5181, -2.3487, 2.4218)
N (1.5730, -1.6366, 1.1741)
C (2.1870, -2.4632, 0.3037)
C (2.5037, -2.0956, -1.1325)
C (2.5481, -3.6399, 0.9777)
C (2.1574, -3.5012, 2.3197)
C (2.4707, -4.2426, 3.6211)
H (-1.4458, -2.7977, -1.4140)
H (-3.1077, -2.3555, -1.3280)
H (-2.6464, -4.1527, -1.1754)
H (-3.7290, -4.2514, 1.3759)
H (-2.2749, -3.1900, 4.8981)
H (-1.2979, -4.5264, 4.2702)
H (-3.0908, -4.6462, 4.1498)
H (0.1905, -2.2484, 4.3332)
H (-3.1794, 2.7155, 3.0177)
H (-2.7637, 2.1211, 1.4155)
H (-1.8374, 3.4430, 2.0923)
H (-0.3276, 2.5666, 4.5073)
H (2.1901, -0.5418, 4.3482)
H (0.9677, -0.5258, 5.7436)
H (1.9881, 0.9156, 5.3569)
H (2.4669, -1.0076, -1.2986)
H (1.6813, -2.5750, -1.7427)
H (3.4487, -2.5714, -1.3277)
H (3.0148, -4.4800, 0.4949)
H (3.2496, -4.9820, 3.4674)
H (1.5881, -4.8059, 3.9823)
H (2.8016, -3.5671, 4.3955)
C (0.0683, 2.3321, -2.8916)
Si (-1.0524, 0.8495, -2.7574)
C (-0.8825, -0.2319, -4.3567)
C (-0.2692, -1.5910, -3.9023)
C (-2.1413, -0.5703, -5.2102)
C (0.2127, 0.4705, -5.1829)
C (-2.9587, 1.5585, -2.6180)
C (-3.9204, 0.3397, -2.5780)
C (-3.3360, 2.5572, -3.7656)
C (-3.1678, 2.3808, -1.2894)
H (0.0227, 2.8915, -3.7863)
H (1.0635, 2.0969, -2.4810)
H (-0.3271, 2.9962, -2.1286)
H (-0.6490, -1.8960, -2.9336)
H (0.8081, -1.4349, -3.7288)
H (-0.3963, -2.4062, -4.6402)
H (-2.9852, -1.1144, -4.6488)
H (-1.8560, -1.1630, -6.1235)
H (-2.6227, 0.3034, -5.6280)
H (0.9546, 1.0203, -4.6178)
H (-0.1596, 1.1815, -5.8308)
H (0.7176, -0.3380, -5.7839)
H (-4.0167, -0.1109, -3.5794)
H (-4.8961, 0.8045, -2.2102)
H (-3.5917, -0.4430, -1.8839)
H (-3.3681, 2.0104, -4.7266)
H (-2.6387, 3.4067, -3.9474)
H (-4.3454, 2.9807, -3.5595)
H (-3.0007, 1.7556, -0.4018)
H (-4.1636, 2.7659, -1.1469)
H (-2.4364, 3.2351, -1.2560)
N (5.2822, 2.3328, 0.1211)
C (4.1545, 1.6104, 0.8150)
P (2.6481, 2.4304, 0.3535)
O (2.8982, 3.0842, -1.0235)
O (1.4824, 1.4381, 0.5291)
C (2.5701, 3.8122, 1.5622)
N (2.7620, 5.0570, 0.8293)
H (4.8614, 2.9971, -0.5985)
H (5.8594, 1.6714, -0.4301)
H (5.8803, 2.8037, 0.7969)
H (4.3951, 1.6223, 1.8721)
H (4.0879, 0.5245, 0.4574)
H (3.2665, 3.7589, 2.4104)
H (1.5297, 3.7167, 2.0128)
H (1.9768, 5.6781, 0.9802)
H (2.8302, 4.8136, -0.1512)
H (3.5733, 5.5144, 1.1657)

[3]
A structure of composition C26H53N3PdS2SbSi4, computed with the ωB97M-V functional and the def2-TZVPD basis.

Output
⟨S²⟩ = 6.03
multiplicity = 5
total charge = +1
E_HOMO (alpha / beta) = -0.35399 / -0.41624 hartree
Kohn-Sham gap (alpha / beta) = 6.73 / 5.48 eV
LUMO level (alpha / beta) = -2.9 / -5.8 eV

Positions of all 90 atoms, in Å:
Pd (0.5497, -0.3619, 0.0491)
S (0.6711, -2.0028, -1.8725)
C (1.9934, -1.3536, -2.7172)
C (2.7357, -2.1870, -3.5947)
C (3.7721, -1.6878, -4.3271)
C (4.5080, -2.5663, -5.2044)
N (5.0795, -3.2752, -5.9037)
C (4.1277, -0.3067, -4.2276)
C (3.4234, 0.5230, -3.4085)
C (2.3392, 0.0334, -2.6283)
S (1.4693, 1.1188, -1.6710)
C (5.2387, 0.2135, -4.9868)
N (6.1221, 0.6441, -5.5802)
H (2.4763, -3.2338, -3.6792)
H (3.6965, 1.5674, -3.3377)
N (1.7214, -2.6185, 0.9177)
H (1.0740, -3.4004, 0.9139)
H (2.1594, -2.5857, 1.8308)
H (2.4487, -2.8392, 0.2462)
C (1.2072, 2.5923, 1.7421)
Si (1.7809, 0.8272, 1.9532)
C (3.6824, 0.8612, 1.8790)
C (4.3069, -0.5252, 1.6956)
C (4.2316, 1.5114, 3.1621)
C (4.1374, 1.7401, 0.7034)
C (1.0501, 0.0876, 3.5684)
C (-0.2988, -0.5822, 3.3001)
C (1.9413, -0.9714, 4.2342)
C (0.8396, 1.2462, 4.5601)
H (1.7480, 3.2087, 2.4684)
H (0.1393, 2.7235, 1.9189)
H (1.4363, 2.9722, 0.7446)
H (4.0896, -1.1949, 2.5301)
H (5.3960, -0.4344, 1.6300)
H (3.9641, -0.9944, 0.7711)
H (4.0034, 0.9534, 4.0680)
H (3.8660, 2.5325, 3.2932)
H (5.3229, 1.5713, 3.0868)
H (3.7646, 1.3797, -0.2555)
H (5.2315, 1.7316, 0.6554)
H (3.8264, 2.7800, 0.8156)
H (-0.1978, -1.4440, 2.6332)
H (-1.0265, 0.0950, 2.8540)
H (-0.7273, -0.9470, 4.2418)
H (2.0897, -1.8491, 3.6035)
H (1.4488, -1.3242, 5.1466)
H (2.9213, -0.6004, 4.5252)
H (0.1128, 1.9757, 4.1983)
H (1.7670, 1.7800, 4.7809)
H (0.4596, 0.8467, 5.5067)
C (-3.4738, -3.3785, 0.1260)
Si (-3.7088, -1.6326, 0.6842)
C (-5.3619, -0.9391, 0.2005)
C (-3.4483, -1.4823, 2.5042)
Sb (-2.0370, -0.1743, -0.6258)
Si (-2.7093, 2.2884, -0.1411)
C (-1.4220, 3.3181, -0.9817)
C (-2.7279, 2.5473, 1.6885)
C (-4.4023, 2.6016, -0.8200)
Si (-2.5804, -0.6360, -3.1129)
C (-1.2269, 0.1901, -4.0637)
C (-4.2280, 0.0382, -3.6066)
C (-2.6324, -2.4723, -3.3429)
H (-4.1330, -4.0309, 0.7072)
H (-2.4458, -3.7117, 0.2860)
H (-3.7137, -3.5087, -0.9284)
H (-6.1574, -1.6251, 0.5086)
H (-5.4487, -0.7855, -0.8750)
H (-5.5354, 0.0193, 0.6957)
H (-4.2970, -1.9577, 3.0066)
H (-3.3985, -0.4437, 2.8346)
H (-2.5379, -1.9894, 2.8254)
H (-0.4255, 2.9154, -0.7989)
H (-1.4440, 4.3442, -0.6030)
H (-1.5866, 3.3501, -2.0615)
H (-1.7664, 2.3352, 2.1511)
H (-3.4888, 1.9270, 2.1676)
H (-2.9723, 3.5948, 1.8941)
H (-4.5665, 2.1250, -1.7827)
H (-4.5367, 3.6799, -0.9527)
H (-5.1704, 2.2493, -0.1287)
H (-1.4959, 1.2263, -4.2819)
H (-1.0602, -0.3238, -5.0146)
H (-0.2882, 0.1905, -3.5084)
H (-4.2937, 1.1229, -3.5490)
H (-5.0492, -0.4006, -3.0395)
H (-4.3713, -0.2400, -4.6573)
H (-1.8628, -3.0101, -2.7899)
H (-2.5041, -2.7013, -4.4054)
H (-3.6114, -2.8506, -3.0431)

[4]
A cluster of 2 separate species, C26H53N4O4PS in total, computed with the ωB97M-V functional and the def2-TZVPD basis.

Output
multiplicity = 1
E_HOMO = -0.15663 hartree
Kohn-Sham gap = 2.66 eV
LUMO level = -1.6 eV

Positions of all 89 atoms, in Å:
C (-4.9618, -0.2737, -1.4403)
C (-4.5347, 0.3407, -2.8732)
C (-2.9872, 0.0359, -3.2190)
C (-2.4405, 1.2907, -4.0323)
C (-0.8639, 1.2855, -4.2872)
C (-0.3156, 0.0012, -5.0661)
C (0.0250, -1.2503, -4.1377)
C (1.4106, -1.1099, -3.3364)
C (0.9863, -0.7820, -1.8146)
C (2.2131, -0.6412, -0.8074)
C (1.9344, 0.3307, 0.4273)
N (2.9059, -0.0205, 1.5140)
C (4.1189, 0.0131, 1.1297)
S (5.5849, -0.1309, 0.3612)
C (2.1362, 1.8650, -0.0800)
C (1.8684, 2.8084, 1.2123)
C (0.3576, 2.6549, 1.7788)
N (-0.5308, 3.2035, 0.7279)
C (-0.5779, 4.6963, 0.6919)
C (-1.9049, 2.7010, 0.7887)
C (-2.6329, 2.4419, -0.6251)
O (-2.5822, 2.4922, 1.8075)
P (0.3410, 3.6743, 3.4195)
C (1.8628, 3.2493, 4.4788)
C (-1.1251, 3.1820, 4.5055)
N (0.1740, 1.1970, 2.0780)
C (0.3958, 0.2811, 0.9181)
O (-0.1169, -1.0374, 1.0708)
C (0.1509, -1.6087, 2.3680)
C (-0.0852, -3.2055, 2.4174)
N (0.8078, -3.9618, 1.5139)
C (2.2145, -4.0022, 1.9804)
C (2.8704, -5.4704, 1.8798)
C (4.4435, -5.4586, 2.1609)
O (2.2262, -6.3514, 2.8369)
H (-5.3908, -1.3227, -1.5811)
H (-5.7882, 0.3540, -0.9488)
H (-4.0860, -0.3209, -0.7064)
H (-5.2389, -0.1624, -3.6434)
H (-4.7354, 1.4655, -2.8027)
H (-2.9945, -0.9100, -3.8687)
H (-2.4769, -0.1204, -2.2134)
H (-2.6566, 2.2168, -3.3830)
H (-3.0285, 1.4671, -5.0009)
H (-0.6521, 2.1855, -4.9720)
H (-0.3414, 1.5103, -3.3033)
H (-1.1524, -0.3407, -5.7688)
H (0.5523, 0.3398, -5.7165)
H (-0.8009, -1.5507, -3.4245)
H (0.1599, -2.1415, -4.8511)
H (2.0785, -2.0255, -3.4160)
H (1.9216, -0.1539, -3.7162)
H (0.3072, 0.1244, -1.8736)
H (0.3217, -1.6534, -1.4776)
H (3.1257, -0.3451, -1.4309)
H (2.3912, -1.6848, -0.3626)
H (3.1754, 2.0470, -0.4926)
H (1.2919, 2.0827, -0.8035)
H (2.6549, 2.5189, 1.9746)
H (2.1002, 3.8915, 0.9186)
H (-0.7522, 4.9846, -0.4075)
H (0.3789, 5.2101, 0.9984)
H (-1.4654, 5.1474, 1.2561)
H (-3.3688, 3.3171, -0.7359)
H (-1.9055, 2.5644, -1.5023)
H (-3.2026, 1.4638, -0.6492)
H (2.8486, 3.5014, 3.9896)
H (1.7722, 2.1280, 4.7307)
H (1.6977, 3.7805, 5.4771)
H (-2.1086, 3.6159, 4.1207)
H (-1.1555, 2.0346, 4.5584)
H (-1.0106, 3.5864, 5.5683)
H (-0.7323, 0.9735, 2.5450)
H (0.8957, 0.9682, 2.7974)
H (-0.1808, 0.7339, 0.0357)
H (-0.5696, -1.1369, 3.1280)
H (1.1987, -1.4378, 2.7717)
H (0.2009, -3.5051, 3.4870)
H (-1.1877, -3.4658, 2.3153)
H (0.7261, -3.5715, 0.5672)
H (2.8452, -3.3499, 1.2712)
H (2.3893, -3.5908, 3.0219)
H (2.7265, -5.9312, 0.8469)
H (4.6955, -5.3310, 3.2687)
H (4.8572, -6.4744, 1.8429)
H (5.0148, -4.6783, 1.5682)
H (2.9036, -6.9110, 3.2589)
O (-5.5801, -2.1848, -4.2824)
H (-5.8839, -2.3282, -3.3855)

[5]
A cluster of 8 separate species, C26H54N2O16 in total, computed with the ωB97M-V functional and the def2-TZVPD basis.

Output
multiplicity = 1
E_HOMO = -0.37877 hartree
Kohn-Sham gap = 10.21 eV
LUMO level = -0.1 eV

Positions of all 98 atoms, in Å:
C (1.1484, -3.4749, -3.4759)
N (1.4721, -4.8812, -3.8660)
O (2.4767, -5.0550, -4.5247)
O (0.7001, -5.7544, -3.5254)
H (1.9730, -3.1832, -2.8234)
H (0.2581, -3.5115, -2.8623)
H (1.1498, -2.8440, -4.3553)
C (-5.7240, -0.1818, -0.3664)
N (-4.8353, -0.5061, -1.5083)
O (-5.0734, -1.5203, -2.1370)
O (-3.8303, 0.1635, -1.6329)
H (-6.7575, -0.0662, -0.6793)
H (-5.3601, 0.7041, 0.1355)
H (-5.6780, -1.0470, 0.2931)
O (-1.9808, -3.0422, 4.5528)
C (-1.8742, -4.2005, 4.2514)
O (-2.7007, -5.1603, 4.6691)
C (-3.6990, -4.7704, 5.6055)
C (-4.1830, -6.0077, 6.3498)
C (-0.7829, -4.7561, 3.3731)
H (-4.5464, -4.2762, 5.1298)
H (-3.2650, -4.0567, 6.3088)
H (-3.3740, -6.5675, 6.8107)
H (-4.7174, -6.6634, 5.6587)
H (-4.8999, -5.6906, 7.1083)
H (-0.0795, -5.2671, 4.0397)
H (-0.2478, -3.9404, 2.9007)
H (-1.1420, -5.4997, 2.6676)
O (-0.3255, 2.3453, 6.1801)
C (0.4587, 1.4341, 6.2452)
O (0.9458, 0.7882, 5.1866)
C (0.4407, 1.2020, 3.9077)
C (1.0733, 2.4846, 3.4018)
C (0.9717, 0.9071, 7.5472)
H (-0.6427, 1.3113, 3.9896)
H (0.5741, 0.3734, 3.2153)
H (1.9720, 2.2634, 2.8184)
H (1.2919, 3.1445, 4.2342)
H (0.4258, 2.9803, 2.6765)
H (0.1522, 0.4127, 8.0774)
H (1.2449, 1.7435, 8.1882)
H (1.7812, 0.1839, 7.4907)
O (0.8828, -0.0960, -4.7061)
C (0.1105, 0.7884, -4.9834)
O (-1.2069, 0.6427, -5.0380)
C (-1.7699, -0.5794, -4.5998)
C (-3.2372, -0.5550, -4.9744)
C (0.5137, 2.1999, -5.2737)
H (-1.7056, -0.6632, -3.5049)
H (-1.2198, -1.4539, -4.9523)
H (-3.8770, -1.2655, -4.4586)
H (-3.3524, -0.5352, -6.0566)
H (-3.6216, 0.3932, -4.5749)
H (0.4197, 2.3980, -6.3457)
H (1.5514, 2.3463, -5.0015)
H (-0.1920, 2.8788, -4.7966)
O (-2.7062, 8.5435, -2.4933)
C (-1.6677, 8.9821, -2.0842)
O (-0.6558, 8.2149, -1.6497)
C (-0.8716, 6.8022, -1.7014)
C (0.1232, 6.1245, -0.7950)
C (-1.3246, 10.4484, -2.0319)
H (-0.7612, 6.4708, -2.7395)
H (-1.9011, 6.5531, -1.4449)
H (1.1232, 6.5276, -0.9366)
H (0.1184, 5.0620, -1.0389)
H (-0.1878, 6.2247, 0.2441)
H (-2.2348, 11.0056, -2.2245)
H (-0.6231, 10.6459, -2.8508)
H (-0.7910, 10.7499, -1.1357)
O (-0.9232, 1.5217, -0.1211)
C (0.0723, 1.2149, -0.7237)
O (0.3411, -0.0352, -1.1097)
C (-0.5230, -1.0753, -0.6605)
C (-0.0188, -1.7351, 0.6004)
C (1.1275, 2.1973, -1.1365)
H (-0.6563, -1.7810, -1.4768)
H (-1.5011, -0.6271, -0.4663)
H (0.8403, -2.3810, 0.3891)
H (-0.8289, -2.3226, 1.0244)
H (0.3978, -1.0046, 1.2936)
H (1.0496, 2.3976, -2.2071)
H (2.0953, 1.6989, -1.0275)
H (1.1039, 3.0995, -0.5425)
O (6.4553, -4.1213, -1.9084)
C (6.7916, -3.0805, -1.4210)
O (6.2266, -2.5560, -0.3194)
C (5.1283, -3.2648, 0.2263)
C (3.8464, -3.0788, -0.5680)
C (7.8788, -2.1897, -1.9538)
H (5.0097, -2.9546, 1.2637)
H (5.3261, -4.3400, 0.3045)
H (3.9691, -3.5321, -1.5521)
H (3.6489, -2.0150, -0.7178)
H (3.0140, -3.5765, -0.0723)
H (8.5893, -1.9067, -1.1771)
H (7.4030, -1.2603, -2.2791)
H (8.4102, -2.6639, -2.7689)

What max |F| values result from the calculations? In sequence: 9.89; 4.71; 1.12; 4.25; 1.79 eV/A.
What electronic energy values result from the calculations? In sequence: -1773.77518; -2783.31127; -3509.06651; -2281.59247; -2336.29287 a.u..